1.
The ion C5H10N with charge +2. Source: the Open Molecules 2025 dataset; level of theory: the ωB97M-V functional and the def2-TZVPD basis.

Each line ends with the Löwdin spin population.
Atoms and positions in Å:
C  1.103316  1.018705  -1.322881  0.069
C  -0.275526  1.101187  -0.572710  0.053
C  -0.218922  0.196369  0.578110  0.272
C  -0.043729  0.603888  1.908322  0.445
C  -0.365717  -1.824394  -0.744227  0.074
N  -0.415549  -1.205956  0.391571  0.028
H  1.917448  0.775166  -0.636778  0.000
H  1.344060  2.002404  -1.725475  0.006
H  1.032241  0.353094  -2.185276  0.009
H  -1.139087  0.800782  -1.164917  0.001
H  -0.468099  2.114120  -0.208320  0.007
H  0.371366  1.581814  2.125630  0.017
H  -0.486029  0.051393  2.734842  0.018
H  -0.098032  -2.876601  -0.835407  0.002
H  -0.551423  -1.278761  -1.667052  0.001
H  -0.397921  -1.754780  1.253742  0.000

Atomic forces in eV per Å
0.200 0.439 -0.288
-0.153 -0.034 0.678
-0.761 -0.253 -0.276
-0.416 0.344 -0.080
-0.021 0.215 -0.611
0.516 0.076 0.403
0.007 -0.237 -0.242
-0.201 0.090 0.111
0.148 -0.252 0.297
0.065 0.099 -0.436
0.152 -0.049 -0.063
0.116 0.051 -0.018
0.286 -0.209 0.082
-0.528 -0.153 0.443
0.307 0.133 0.078
0.282 -0.261 -0.078

The lowest unoccupied orbital energy (spin up / spin down) comes out at -11.619 / -13.785 eV. The charge is +2. The total energy is -250.43722 Ha. As for the spin multiplicity: 2. Its HOMO-LUMO gap (spin up / spin down) is 9.46 / 7.84 eV.

=====

2.
A cluster of 13 separate species, C49H102F2NO25S7 in total. Source: the Open Molecules 2025 dataset; level of theory: the ωB97M-V functional and the def2-TZVPD basis.

Each line ends with the Mulliken charge.
Atoms and positions in Å:
C  15.552109  23.496648  -5.658080  -1.961
C  14.424564  22.549324  -5.347955  2.858
C  13.083133  22.820891  -6.001171  -0.694
O  12.259088  21.699569  -5.735898  0.324
C  11.030448  21.780564  -6.407614  0.707
N  14.807941  21.136396  -5.700884  4.114
H  15.766398  20.922318  -5.396654  -0.812
H  14.198739  20.474120  -5.221829  -0.559
H  14.752920  20.951649  -6.711618  -0.639
H  15.634923  24.333745  -4.970780  0.023
H  15.399193  23.989188  -6.619756  0.087
H  16.529731  23.015799  -5.622970  0.639
H  14.232925  22.474291  -4.276120  -1.066
H  13.110627  23.040025  -7.074402  0.658
H  12.649884  23.679743  -5.471568  -0.234
H  10.452104  20.877948  -6.211634  -0.306
H  11.178902  21.815081  -7.493488  0.301
H  10.425748  22.646723  -6.118924  -1.032
C  8.154861  18.244933  -5.406034  -0.839
C  8.829594  19.203575  -4.448092  0.953
C  10.282147  18.685848  -4.459338  0.232
O  10.463612  17.952132  -5.681564  -0.331
C  9.242088  17.961081  -6.425365  -0.356
H  7.225559  18.625905  -5.833058  0.395
H  7.872858  17.301963  -4.929474  0.288
H  8.370258  19.135355  -3.463108  0.195
H  8.808944  20.226916  -4.822823  -0.827
H  10.398758  17.988896  -3.630778  0.203
H  10.998656  19.504792  -4.398871  -0.709
H  9.087897  17.023527  -6.963022  0.512
H  9.264574  18.711992  -7.225527  0.097
C  14.263157  16.857387  -7.940881  -0.591
C  12.855634  17.401234  -7.826384  -0.580
C  13.074735  18.865489  -7.419052  0.662
O  14.447904  19.142669  -7.796744  -0.209
C  14.957272  18.068777  -8.588829  -0.779
H  14.279746  15.950898  -8.547658  0.513
H  14.683565  16.649601  -6.956201  0.000
H  12.244873  16.797324  -7.157584  0.278
H  12.396086  17.328563  -8.815370  0.351
H  12.921686  19.056992  -6.360656  -0.585
H  12.404340  19.473453  -8.030736  -0.039
H  16.035254  17.998849  -8.449393  0.279
H  14.704800  18.190995  -9.644060  0.386
C  17.179587  21.745788  -10.267772  -0.669
C  15.773847  21.290935  -10.627480  -0.520
C  14.937286  21.864483  -9.478112  0.007
O  15.779794  21.846277  -8.342885  0.326
C  17.139957  21.922277  -8.726691  -0.567
H  17.450898  22.708025  -10.705239  0.269
H  18.000906  21.082538  -10.540319  0.335
H  15.694454  20.205036  -10.586996  0.000
H  15.493294  21.674102  -11.606322  0.420
H  14.079896  21.210697  -9.314033  -0.150
H  14.607300  22.888046  -9.690750  0.201
H  17.792759  21.219443  -8.203431  0.264
H  17.568368  22.897699  -8.468210  0.229
O  8.543909  21.198549  -8.606709  -0.632
S  7.789471  22.401608  -8.378970  1.324
O  6.944240  22.510497  -7.217301  -0.664
O  8.865476  23.589502  -8.337457  -0.068
C  8.457397  24.902999  -7.913433  -0.639
C  9.530242  25.479805  -7.011929  -0.802
C  6.873189  22.736452  -9.902097  -1.172
H  7.510435  24.896304  -7.370565  0.614
H  8.329236  25.510631  -8.810104  0.425
H  9.223107  26.447100  -6.612243  0.563
H  10.431973  25.661130  -7.603204  0.002
H  9.825741  24.837916  -6.181876  -0.123
H  6.006161  22.085214  -9.995533  0.432
H  7.562246  22.560428  -10.721810  0.345
H  6.472565  23.747000  -9.826895  0.372
O  13.596585  19.428893  -3.711715  -1.535
S  13.587267  18.700537  -2.474410  0.832
O  14.465731  19.069001  -1.395977  -0.745
O  12.072824  18.636562  -1.933568  0.706
C  11.847030  18.203972  -0.592392  -0.383
C  10.368350  18.363193  -0.314519  -1.065
C  13.742238  16.953823  -2.826702  -1.267
H  12.357708  18.868935  0.108862  0.213
H  12.136571  17.167217  -0.406562  0.421
H  9.756823  17.838947  -1.050962  0.309
H  10.078007  19.408759  -0.217138  0.048
H  10.108453  17.909884  0.645867  0.455
H  13.608653  16.406668  -1.901605  0.514
H  14.719792  16.827298  -3.288081  0.297
H  12.962618  16.802831  -3.572131  0.254
O  18.085511  24.470125  1.847126  -0.639
S  16.767837  24.202286  1.353804  1.190
O  15.913891  25.296799  0.983516  -0.577
O  16.975611  23.174648  0.126358  -0.500
C  15.898384  22.767469  -0.722714  0.163
C  16.528820  22.314600  -2.023459  -0.242
C  16.000141  23.042438  2.527959  -0.812
H  15.162681  23.556029  -0.877034  0.284
H  15.416950  21.908273  -0.241216  0.211
H  17.191325  23.056608  -2.473567  0.489
H  15.706924  22.268945  -2.750614  -0.548
H  17.033106  21.352264  -2.085709  0.177
H  16.543032  22.115919  2.382016  0.309
H  14.927090  23.031863  2.359601  0.119
H  16.226210  23.511356  3.483524  0.448
O  7.923289  24.362794  -2.075616  -0.749
S  8.573283  23.403051  -2.937381  0.882
O  9.948248  23.546865  -3.333786  -0.066
O  8.451931  21.913351  -2.256140  0.135
C  7.338357  21.735892  -1.363681  -0.583
C  7.729013  22.123345  0.069120  -0.925
C  7.583391  23.168518  -4.398815  -0.744
H  7.156336  20.661751  -1.405140  0.380
H  6.404808  22.249028  -1.600027  0.373
H  6.928885  21.903006  0.774694  0.503
H  8.027204  23.166182  0.120132  0.182
H  8.577820  21.502240  0.363780  0.109
H  6.547549  22.938084  -4.167998  0.529
H  8.042320  22.304733  -4.876280  -0.249
H  7.655552  24.041387  -5.040313  0.339
O  16.114316  18.445676  -4.787480  -0.567
S  17.421852  19.066805  -4.735897  1.204
O  17.556920  20.408335  -5.276032  -0.812
O  17.952986  19.114655  -3.221665  -0.149
C  17.893600  17.907638  -2.450309  -0.036
C  17.839107  18.283266  -0.976794  -1.195
C  18.634415  18.009315  -5.512779  -1.355
H  18.795422  17.326642  -2.650649  0.352
H  17.011745  17.287917  -2.623442  0.188
H  18.735794  18.830658  -0.687994  0.374
H  17.712837  17.388885  -0.369330  0.419
H  16.978910  18.928068  -0.792577  0.106
H  18.568626  18.134520  -6.591954  0.437
H  18.492591  16.978150  -5.205190  0.376
H  19.615642  18.388608  -5.228597  0.437
O  10.680953  22.642963  1.746948  -0.594
S  11.765260  23.492761  1.346521  1.124
O  12.698526  23.996630  2.306327  -0.675
O  12.572578  22.733934  0.156452  -0.334
C  11.709147  22.047113  -0.794580  -0.161
C  12.455876  21.966860  -2.104809  2.001
C  11.188448  24.942362  0.408452  -0.664
H  10.767207  22.586334  -0.888848  -0.034
H  11.516404  21.074580  -0.340666  -0.378
H  11.852309  21.363218  -2.777899  -0.195
H  13.471940  21.603568  -1.953611  -0.512
H  12.579320  23.000132  -2.438973  -0.245
H  12.062731  25.293575  -0.133312  0.090
H  10.901616  25.694152  1.142464  0.587
H  10.332793  24.775988  -0.243974  0.153
O  14.407960  24.850190  -2.994955  -0.419
S  13.846668  26.080610  -3.456585  0.944
O  14.319504  27.352061  -2.980282  -0.646
O  13.951269  26.071539  -5.085190  -0.426
C  13.570334  27.264053  -5.776630  -0.406
C  13.921863  27.125148  -7.244989  -1.145
C  12.080221  25.957232  -3.240732  -0.529
H  14.104314  28.126684  -5.365111  0.426
H  12.516515  27.503339  -5.599299  0.308
H  13.713102  28.090670  -7.704669  0.592
H  13.327248  26.341480  -7.719611  0.061
H  14.966214  26.856890  -7.397797  0.258
H  11.638867  25.215334  -3.902337  0.019
H  11.646491  26.886256  -3.624135  0.624
H  11.802297  25.878064  -2.197778  0.058
F  12.248889  24.534713  -9.303177  0.356
C  11.915380  25.324637  -10.340298  0.139
C  12.830804  26.219227  -10.863924  -0.407
C  12.479456  27.079955  -11.910983  -0.685
C  11.191598  27.003258  -12.408603  -0.465
C  10.274517  26.086592  -11.888204  -0.747
C  10.618598  25.276027  -10.827961  -0.180
H  13.858585  26.227908  -10.519859  0.421
H  13.162502  27.828277  -12.283148  0.410
H  10.873334  27.685240  -13.186478  0.377
H  9.256067  26.121448  -12.251984  0.381
H  9.936829  24.601051  -10.325232  0.456
F  17.254659  26.098503  -6.014580  0.027
C  17.919814  27.149913  -5.474542  0.146
C  17.338216  27.865575  -4.450760  -0.252
C  18.012227  28.948419  -3.918186  -0.555
C  19.291995  29.274891  -4.361077  -0.524
C  19.836992  28.564622  -5.428313  -0.486
C  19.177890  27.458252  -5.943696  -0.582
H  16.359527  27.533730  -4.128286  0.681
H  17.577259  29.519071  -3.108149  0.402
H  19.815524  30.081267  -3.868119  0.386
H  20.807961  28.853468  -5.808304  0.355
H  19.609415  26.871033  -6.744578  0.414

Atomic forces in eV per Å
0.241 0.925 -0.261
-0.102 -0.903 0.316
-0.409 0.262 0.760
0.158 -0.037 0.010
-0.398 -0.278 -0.573
0.022 0.017 -0.194
-0.090 0.220 -0.256
-0.164 -0.021 0.028
0.334 -0.001 0.013
-0.293 -0.301 0.272
0.223 -0.344 -0.208
-0.085 -0.185 -0.225
0.067 0.277 0.041
0.288 -0.083 -0.050
0.071 0.236 -0.301
0.144 -0.022 0.148
0.011 0.136 -0.010
0.173 0.080 0.178
-0.525 -0.361 -0.432
0.390 -0.367 -0.030
-0.755 -0.105 0.028
-0.129 0.138 -0.098
-0.269 0.183 -0.512
0.165 0.164 -0.166
0.181 0.080 0.266
0.158 0.335 0.090
-0.222 0.020 0.073
0.336 0.047 0.046
0.197 -0.142 0.067
0.268 -0.250 0.353
0.130 0.307 0.239
0.055 0.083 -0.814
-0.216 -0.475 0.194
-0.021 -0.772 -0.996
-0.135 0.507 0.091
-0.146 -0.795 1.282
0.193 0.021 0.022
0.171 0.078 -0.041
-0.093 0.360 0.201
-0.093 0.203 0.038
0.083 0.029 0.048
0.007 0.376 0.287
0.082 0.386 -0.159
-0.035 -0.044 -0.071
0.773 0.281 0.705
0.245 0.218 0.216
0.056 -0.135 -0.837
-0.082 -0.330 0.610
0.768 0.607 -0.700
-0.338 0.009 -0.174
-0.282 -0.263 -0.151
0.039 -0.019 -0.232
-0.254 -0.208 -0.001
-0.097 0.227 0.334
-0.048 -0.018 0.036
-0.582 -0.438 0.144
-0.303 0.128 0.080
-0.202 0.767 0.314
-0.097 -0.650 -0.453
0.207 0.094 -0.634
-0.430 -0.692 -0.109
-0.112 0.574 0.574
0.632 0.300 -0.463
-0.033 0.187 0.884
-0.070 -0.430 -0.167
0.044 0.045 0.015
-0.170 -0.041 -0.018
0.044 -0.040 0.066
-0.317 -0.164 -0.009
0.216 -0.310 0.297
0.017 0.258 -0.048
0.289 0.126 -0.238
-0.450 -0.161 0.710
-0.066 -1.209 0.525
-0.303 0.102 -0.492
0.744 0.684 -0.733
-0.729 0.494 1.263
-0.444 -0.349 0.250
0.246 1.186 -0.579
0.418 -0.238 -0.203
0.266 0.061 -0.353
0.024 0.225 -0.144
-0.018 0.014 -0.370
0.270 -0.047 0.015
0.020 -0.161 -0.064
0.019 -0.199 0.108
-0.012 -0.408 0.106
-0.302 -0.104 -0.361
-0.011 -0.929 0.267
0.045 -0.717 -0.009
0.448 1.028 0.471
0.381 -0.832 0.002
-0.718 0.452 -1.330
0.341 1.592 -0.502
0.205 0.148 0.030
-0.199 0.146 -0.018
0.082 0.165 0.414
-0.016 -0.203 0.040
-0.012 -0.040 0.675
-0.195 -0.139 0.143
0.006 -0.295 -0.042
-0.109 -0.274 0.171
0.792 -0.447 -0.457
-1.100 -0.619 0.364
-0.473 -0.056 0.259
0.130 1.851 -0.898
-0.274 -0.541 1.723
0.439 -0.646 -0.498
0.585 -0.451 0.175
-0.115 0.030 -0.086
0.319 0.197 -0.763
-0.144 0.172 -0.112
-0.141 0.055 0.117
0.075 0.172 0.099
0.020 0.116 0.236
-0.110 0.107 -0.239
0.056 0.076 0.112
1.015 0.314 0.135
0.009 -0.190 0.004
0.038 -1.037 0.774
-0.680 0.397 -1.318
0.099 -0.693 1.366
0.024 0.533 -0.273
0.123 0.608 0.005
-0.039 -0.033 -0.152
-0.040 0.300 -0.694
0.025 -0.135 0.127
0.187 -0.051 -0.011
-0.022 -0.042 -0.056
-0.361 -0.115 0.016
-0.072 0.007 -0.001
-0.039 -0.080 0.199
0.168 0.245 -0.029
-0.183 0.559 -1.216
0.006 -0.586 -0.483
-0.280 0.723 1.059
0.441 -0.350 0.430
-0.193 0.773 0.702
0.046 -0.195 0.668
-0.003 -0.071 -0.116
-0.165 -0.043 -0.228
0.320 0.091 -0.353
-0.152 -0.453 -0.031
-0.183 -0.141 -0.468
0.028 -0.007 0.022
0.071 -0.076 0.100
0.121 -0.400 -0.016
0.253 0.133 -0.304
-0.819 0.446 -0.467
-0.265 -0.741 -0.200
-0.040 -0.492 1.333
0.397 1.087 -0.099
-0.419 -0.334 0.213
-0.236 1.136 -0.951
0.195 -0.251 0.109
-0.099 -0.386 -0.254
0.030 -0.093 -0.234
-0.105 0.132 -0.045
0.099 0.186 0.213
0.351 -0.577 0.448
0.209 0.184 0.282
0.172 -0.315 0.045
0.188 -0.156 0.134
-0.224 0.866 -0.688
0.795 0.017 -0.236
-0.621 -0.567 0.601
-0.276 0.029 -0.161
-0.012 0.761 -0.016
0.235 -0.511 0.481
-0.104 -0.032 0.286
0.182 -0.129 -0.019
0.009 -0.069 -0.049
0.002 -0.229 -0.055
-0.126 -0.033 -0.246
-0.011 0.019 0.043
0.484 0.186 0.246
-0.608 -0.395 -0.399
0.420 -0.002 0.372
-0.564 -0.122 -0.309
0.235 0.068 0.654
0.007 0.083 -0.633
0.034 0.311 0.246
-0.098 -0.086 0.004
0.123 0.076 -0.222
0.027 -0.143 -0.048
-0.004 0.020 0.005

The lowest unoccupied orbital energy comes out at -1.561 eV. The charge is +1. The total energy is -6850.73908 Ha. Its HOMO-LUMO gap is 8.95 eV.

=====

3.
A structure of composition C6H6O5Yb. Source: the Open Molecules 2025 dataset; level of theory: the ωB97M-V functional and the def2-TZVPD basis.

Each line ends with the Löwdin spin population.
Atoms and positions in Å:
Yb  0.165466  0.018888  -0.283668  1.007
O  0.015079  3.011190  1.639268  0.000
C  0.091845  2.172772  0.856016  -0.001
C  -0.119940  -2.180475  0.702212  -0.001
O  -0.280522  -3.062524  1.421142  0.000
C  2.458036  -0.077318  0.439760  -0.002
O  3.508194  -0.122864  0.926381  0.000
C  -2.106535  0.127383  0.652657  -0.001
O  -2.920562  0.149717  1.458735  0.000
C  -0.007638  0.703182  -2.693809  -0.001
H  -0.909788  1.327589  -2.770868  0.000
H  0.944752  1.251201  -2.779247  0.000
C  -0.069692  -0.650504  -2.727060  -0.001
H  0.825053  -1.278130  -2.859963  0.000
H  -1.024556  -1.183938  -2.836111  0.000
O  -0.040043  -0.061165  2.581540  0.000
H  -0.238981  0.702012  3.162031  0.000
H  -0.290161  -0.847009  3.110987  0.000

Atomic forces in eV per Å
-0.413 0.085 0.806
0.337 -3.421 -3.456
-0.258 4.342 3.745
-0.705 -4.574 3.429
0.672 3.567 -3.153
6.475 -0.282 2.995
-5.345 0.233 -2.571
-3.708 0.091 3.527
2.835 -0.057 -3.349
-0.113 -0.297 -0.961
0.083 -0.213 0.152
-0.065 -0.216 0.122
-0.096 0.330 -1.102
-0.031 0.212 0.218
0.100 0.203 0.183
-0.201 -0.025 -0.438
0.199 -0.378 -0.078
0.233 0.399 -0.069

The lowest unoccupied orbital energy (spin up / spin down) comes out at -14.790 / -15.537 eV. The charge is +3. The total energy is -1765.87224 Ha. As for the spin multiplicity: 2. Its HOMO-LUMO gap (spin up / spin down) is 9.86 / 9.11 eV.